Molecular formula: C17H14F3N2O2V
Method: DFT, ωB97M-V/def2-TZVPD

Results
HOMO-LUMO gap (spin up / spin down): 7.87 / 7.98 eV
LUMO (spin up / spin down): 0.0005 / -0.0161 hartree
expectation value of S²: 2.0157
largest force on an atom: 0.32 eV/A
HOMO (spin up / spin down): -7.85 / -8.42 eV

```
! RIJCOSX wB97M-V def2-TZVPD def2/J DEFGRID3
* xyz 0 3
V 0.228 -0.155 0.111
O 1.095 -1.608 -0.704
C 0.710 -2.507 -1.584
C 1.416 -3.716 -1.694
C 1.054 -4.671 -2.615
C -0.024 -4.465 -3.483
C -0.722 -3.285 -3.397
C -0.382 -2.300 -2.458
C -1.166 -1.093 -2.419
N -1.024 -0.145 -1.573
C -1.927 0.997 -1.610
C -1.098 2.216 -1.233
N -0.300 1.855 -0.060
C -0.081 2.769 0.823
C 0.677 2.637 2.028
C 0.808 3.771 2.855
C 1.529 3.729 4.018
C 2.146 2.521 4.383
C 2.033 1.400 3.602
C 1.292 1.416 2.401
O 1.196 0.333 1.690
H 2.251 -3.866 -1.023
H 1.615 -5.596 -2.666
H -0.303 -5.219 -4.206
H -1.562 -3.099 -4.057
H -1.944 -1.003 -3.183
H -2.709 0.838 -0.863
H -2.398 1.126 -2.588
H -1.731 3.086 -1.049
H -0.421 2.454 -2.059
H -0.514 3.757 0.649
H 0.321 4.690 2.548
H 1.620 4.606 4.643
H 2.718 2.471 5.301
H 2.499 0.465 3.885
F -2.324 -1.674 0.448
C -1.404 -0.959 1.173
F -1.025 -1.799 2.173
F -2.149 0.022 1.792
*
```

Molecular formula: C17H14N2O3S
Method: DFT, ωB97M-V/def2-TZVPD

Results
HOMO-LUMO gap: 7.15 eV
relative energy (zero: lowest compared OMol25 entry of this formula, charge and spin): 133.8 kcal/mol
LUMO: -0.0437 hartree
SMILES string: COc1ccc(N(/N=C2\Sc3ccccc3C2=O)C(C)=O)cc1
largest force on an atom: 5.73 eV/A
HOMO: -8.34 eV

```
! RIJCOSX wB97M-V def2-TZVPD def2/J DEFGRID3
* xyz 0 1
C -4.344 0.189 -4.749
O -4.728 0.406 -3.392
C -3.797 0.427 -2.380
C -3.917 1.246 -1.254
C -2.855 1.400 -0.357
C -1.561 0.811 -0.539
N -0.452 0.967 0.348
N -0.089 -0.194 1.040
C 1.155 -0.661 1.222
S 2.613 0.117 0.735
C 3.614 -1.096 1.624
C 4.989 -1.205 1.618
C 5.527 -2.144 2.495
C 4.718 -3.017 3.235
C 3.360 -2.977 2.995
C 2.786 -2.000 2.248
C 1.381 -1.719 2.269
O 0.636 -2.261 3.127
C -0.297 2.215 0.921
C -0.443 3.584 0.277
O 0.275 2.271 1.993
C -1.485 -0.123 -1.466
C -2.569 -0.335 -2.439
H -4.284 1.038 -5.371
H -5.133 -0.416 -5.265
H -3.332 -0.320 -4.775
H -4.741 1.902 -1.169
H -2.997 2.130 0.461
H 5.758 -0.677 0.981
H 6.649 -2.101 2.533
H 5.310 -3.758 3.725
H 2.761 -3.578 3.650
H -1.470 3.904 0.370
H -0.195 3.541 -0.776
H 0.176 4.348 0.809
H -0.599 -0.762 -1.577
H -2.419 -1.147 -3.167
*
```

Molecular formula: C17H14N3O5S
Method: DFT, ωB97M-V/def2-TZVPD

Results
HOMO-LUMO gap: 5.06 eV
LUMO: 0.0624 hartree
largest force on an atom: 2.60 eV/A
HOMO: -3.36 eV

```
! RIJCOSX wB97M-V def2-TZVPD def2/J DEFGRID3
* xyz -1 1
C -5.617 1.679 -1.820
C -4.144 1.671 -2.119
C -3.483 0.445 -2.252
C -2.103 0.400 -2.444
C -1.383 1.593 -2.429
S 0.403 1.506 -2.470
N 0.985 1.009 -0.696
C 2.194 1.202 -0.573
O 3.351 1.450 -0.675
O 0.777 0.388 -3.293
O 0.919 2.832 -2.686
C -2.033 2.828 -2.450
C -3.418 2.861 -2.267
H -5.991 2.704 -1.737
H -6.180 1.160 -2.606
H -5.829 1.155 -0.878
H -4.054 -0.484 -2.190
H -1.585 -0.544 -2.575
H -1.463 3.744 -2.591
H -3.948 3.818 -2.219
C 4.527 0.264 1.619
C 3.048 0.266 1.833
C 2.467 1.431 2.367
N 2.055 2.413 2.863
C 2.317 -0.953 1.938
C 2.810 -2.178 1.360
C 2.130 -3.367 1.520
C 0.909 -3.381 2.227
N 0.137 -4.571 2.242
O -0.957 -4.577 2.850
O 0.576 -5.576 1.636
C 0.410 -2.208 2.825
C 1.072 -1.008 2.635
H 4.882 -0.671 1.178
H 4.778 1.102 0.954
H 5.057 0.433 2.572
H 3.730 -2.170 0.765
H 2.509 -4.303 1.111
H -0.496 -2.268 3.420
H 0.642 -0.097 3.055
*
```

Molecular formula: C17H14N4OS
Method: DFT, ωB97M-V/def2-TZVPD

Results
HOMO-LUMO gap: 8.32 eV
relative energy (zero: lowest compared OMol25 entry of this formula, charge and spin): 9.4 kcal/mol
LUMO: 0.0154 hartree
SMILES string: Cc1ccc2nc(SCc3nnc(-c4ccccc4)o3)[nH]c2c1
largest force on an atom: 1.58 eV/A
HOMO: -7.90 eV

```
! RIJCOSX wB97M-V def2-TZVPD def2/J DEFGRID3
* xyz 0 1
C -7.232 -1.330 -0.554
C -5.884 -0.804 -0.162
C -5.326 -1.198 1.062
C -4.092 -0.761 1.491
C -3.391 0.104 0.660
N -2.164 0.701 0.823
C -1.985 1.408 -0.253
S -0.593 2.406 -0.567
C 0.483 1.770 0.766
C 1.510 0.864 0.220
N 1.345 -0.153 -0.562
N 2.559 -0.674 -0.798
C 3.424 0.048 -0.149
C 4.855 -0.141 -0.103
C 5.429 -1.184 -0.829
C 6.796 -1.373 -0.791
C 7.597 -0.530 -0.035
C 7.027 0.507 0.687
C 5.660 0.706 0.657
O 2.813 1.056 0.524
N -3.019 1.342 -1.139
C -3.951 0.501 -0.576
C -5.192 0.057 -0.998
H -7.971 -1.088 0.209
H -7.201 -2.414 -0.654
H -7.558 -0.905 -1.500
H -5.894 -1.871 1.688
H -3.677 -1.072 2.436
H -0.205 1.243 1.434
H 0.954 2.617 1.261
H 4.785 -1.826 -1.409
H 7.243 -2.180 -1.353
H 8.665 -0.681 -0.007
H 7.652 1.162 1.277
H 5.210 1.512 1.217
H -3.069 1.807 -2.029
H -5.605 0.371 -1.945
*
```

Molecular formula: C17H15AsBF4FeN2O6S4
Method: DFT, ωB97M-V/def2-TZVPD

Results
HOMO-LUMO gap (spin up / spin down): 7.23 / 5.57 eV
relative energy (zero: lowest compared OMol25 entry of this formula, charge and spin): 16.4 kcal/mol
LUMO (spin up / spin down): 0.1608 / 0.0935 hartree
expectation value of S²: 8.7932
largest force on an atom: 0.44 eV/A
HOMO (spin up / spin down): -2.86 / -3.03 eV

```
! RIJCOSX wB97M-V def2-TZVPD def2/J DEFGRID3
* xyz -2 6
Fe 1.005 -0.642 1.055
O 2.878 -0.078 2.235
S 3.710 0.093 1.036
O 5.080 -0.331 1.168
O 2.989 -0.443 -0.118
C 3.803 1.870 0.747
C 5.068 2.435 0.834
C 5.264 3.788 0.600
C 4.185 4.592 0.277
C 2.915 4.041 0.192
C 2.707 2.686 0.418
S 0.983 2.147 0.393
O 0.743 1.648 1.743
O 0.237 3.337 0.033
O 0.831 1.045 -0.566
H 5.891 1.780 1.084
H 6.259 4.210 0.670
H 4.326 5.650 0.092
H 2.054 4.650 -0.044
S 0.051 -0.743 3.511
C -0.971 -2.067 3.365
C -1.237 -2.884 4.499
C -2.053 -3.977 4.432
C -2.295 -4.757 5.616
N -2.497 -5.365 6.572
C -2.667 -4.328 3.190
C -2.453 -3.555 2.085
C -1.623 -2.401 2.120
S -1.481 -1.459 0.732
C -3.521 -5.482 3.098
N -4.219 -6.393 3.018
H -0.760 -2.628 5.435
H -2.905 -3.832 1.144
C -3.038 3.626 0.751
As -2.461 1.742 0.875
C -2.433 1.405 -1.065
C -4.296 1.036 1.106
H -3.862 3.735 0.042
H -2.184 4.219 0.424
H -3.357 3.972 1.735
H -3.191 2.014 -1.563
H -2.639 0.349 -1.240
H -1.445 1.636 -1.462
H -4.962 1.413 0.326
H -4.687 1.321 2.084
H -4.257 -0.052 1.052
F 2.536 -4.274 0.214
B 1.443 -3.555 0.660
F 1.024 -2.598 -0.318
F 0.381 -4.400 0.984
F 1.781 -2.748 1.790
*
```

Molecular formula: C17H15BrN5ORhS
Method: DFT, ωB97M-V/def2-TZVPD

Results
HOMO-LUMO gap (spin up / spin down): 5.63 / 5.63 eV
LUMO (spin up / spin down): -0.3146 / -0.3146 hartree
largest force on an atom: 0.58 eV/A
HOMO (spin up / spin down): -14.19 / -14.19 eV

```
! RIJCOSX wB97M-V def2-TZVPD def2/J DEFGRID3
* xyz 2 1
Rh 0.834 -0.841 -1.750
C -0.048 -0.190 3.624
C 0.909 -0.389 2.486
C 2.292 -0.405 2.662
C 3.161 -0.571 1.589
C 2.590 -0.722 0.352
Br 3.499 -0.944 -1.292
N 1.270 -0.714 0.165
C 0.430 -0.553 1.192
H 0.477 -0.161 4.575
H -0.780 -0.997 3.661
H -0.591 0.748 3.504
H 2.703 -0.281 3.656
H 4.235 -0.579 1.712
H -0.632 -0.540 0.968
C 0.609 5.188 -0.585
C -0.716 4.784 -0.526
C -1.073 3.469 -0.773
C -0.074 2.549 -1.113
C 1.264 2.967 -1.193
C 1.604 4.273 -0.920
N -0.247 1.210 -1.461
N -1.317 0.521 -1.294
C -1.354 -2.005 -1.468
C -2.515 -2.744 -1.307
C -2.327 -4.103 -1.014
C -1.067 -4.663 -0.941
C 0.053 -3.871 -1.161
N -0.136 -2.584 -1.418
H 0.870 6.217 -0.382
H -1.487 5.501 -0.280
H -2.109 3.179 -0.724
H 2.020 2.251 -1.496
H 2.636 4.590 -0.984
H -4.429 -2.794 -1.385
H -3.201 -4.729 -0.871
H -0.948 -5.718 -0.739
H 1.066 -4.245 -1.152
O -3.701 -2.162 -1.468
S -2.717 0.747 -0.485
N -1.051 -0.690 -1.967
*
```

Molecular formula: C17H15Cl2N8O3PdS
Method: DFT, ωB97M-V/def2-TZVPD

Results
HOMO-LUMO gap: 5.63 eV
relative energy (zero: lowest compared OMol25 entry of this formula, charge and spin): 13.5 kcal/mol
LUMO: 0.0889 hartree
largest force on an atom: 1.14 eV/A
HOMO: -3.21 eV

```
! RIJCOSX wB97M-V def2-TZVPD def2/J DEFGRID3
* xyz -1 1
Pd -0.190 -1.049 0.256
N -2.162 -0.187 -1.739
N -3.283 0.206 -0.972
C -3.535 -0.194 0.279
N -4.806 0.025 0.703
N -2.566 -0.829 0.937
N -2.736 -1.113 2.277
O -3.599 -0.546 2.988
O -1.915 -1.837 2.773
H -1.704 0.665 -2.040
H -1.462 -0.648 -1.081
H -4.076 0.468 -1.525
H -5.389 0.644 0.166
H -4.899 0.005 1.709
Cl 5.320 -1.207 0.054
C 4.203 -1.565 -1.241
C 4.714 -1.767 -2.520
C 3.886 -2.064 -3.568
Cl 4.580 -2.294 -5.169
C 2.494 -2.203 -3.363
C 1.582 -2.588 -4.371
C 0.261 -2.746 -4.064
C -0.171 -2.491 -2.751
N 0.638 -2.100 -1.796
C 1.963 -1.969 -2.062
C 2.823 -1.596 -0.926
O 2.357 -1.350 0.207
H 5.782 -1.690 -2.681
H 1.949 -2.767 -5.374
H -0.454 -3.059 -4.815
H -1.215 -2.602 -2.486
N 1.095 -0.852 2.748
C 0.769 0.441 2.784
N 0.023 1.026 1.889
C -0.169 2.357 2.199
C -0.897 3.265 1.433
C -1.006 4.582 1.852
C -0.394 5.019 3.028
C 0.341 4.128 3.803
C 0.443 2.812 3.381
S 1.299 1.486 4.120
H 0.851 -1.328 1.831
H 1.850 -1.204 3.306
H -1.361 2.920 0.514
H -1.572 5.288 1.256
H -0.490 6.052 3.340
H 0.828 4.457 4.714
*
```

Molecular formula: C17H15Cl2NO2
Method: DFT, ωB97M-V/def2-TZVPD

Results
HOMO-LUMO gap: 8.94 eV
relative energy (zero: lowest compared OMol25 entry of this formula, charge and spin): 322.8 kcal/mol
LUMO: -0.0050 hartree
SMILES string: O=C(COc1cc(Cl)ccc1Cl)Nc1ccc2c(c1)CCC2
largest force on an atom: 19.17 eV/A
HOMO: -9.08 eV

```
! RIJCOSX wB97M-V def2-TZVPD def2/J DEFGRID3
* xyz 0 1
O 0.602 2.359 1.850
C 1.232 1.548 1.172
C 2.246 2.260 -0.033
O 2.346 1.524 -1.177
C 1.396 0.771 -1.917
C -0.102 1.378 -1.551
C -1.318 0.966 -2.486
Cl -2.850 1.479 -2.114
C -0.797 0.088 -3.410
C 0.331 -0.160 -3.829
C 1.349 0.186 -2.959
Cl 3.119 -0.451 -3.295
N 1.413 0.184 1.278
C 0.513 -0.565 2.001
C 0.864 -1.031 3.140
C 0.140 -1.556 4.016
C -1.160 -1.808 3.577
C -1.461 -1.737 2.341
C -0.651 -0.967 1.472
C -2.690 -2.111 2.190
C -3.306 -2.480 3.636
C -2.264 -2.758 4.359
H 1.879 3.190 -0.258
H 3.183 2.206 0.257
H -0.351 2.084 -0.853
H -1.743 -0.193 -4.051
H 0.548 -1.061 -4.685
H 2.078 -0.033 0.428
H 2.022 -0.627 3.481
H 0.597 -1.773 5.094
H -1.106 -0.625 0.568
H -2.704 -3.101 1.439
H -3.695 -1.542 1.579
H -3.881 -1.768 3.951
H -4.083 -3.213 3.540
H -1.882 -3.766 4.307
H -2.119 -2.604 5.538
*
```

Molecular formula: C17H15ClF3N3O2
Method: DFT, ωB97M-V/def2-TZVPD

Results
HOMO-LUMO gap: 9.19 eV
LUMO: 0.0061 hartree
SMILES string: C=CCNC(=O)c1cc(C(=O)[C@H](C)c2ncc(C(F)(F)F)cc2Cl)c[nH]1
largest force on an atom: 0.63 eV/A
HOMO: -9.02 eV

```
! RIJCOSX wB97M-V def2-TZVPD def2/J DEFGRID3
* xyz 0 1
C 4.814 5.460 1.631
C 4.350 4.247 1.862
C 2.939 3.948 2.270
N 2.350 2.928 1.429
C 1.973 1.723 1.906
O 2.040 1.409 3.084
C 1.450 0.780 0.904
C 1.255 0.827 -0.455
C 0.711 -0.422 -0.844
C 0.365 -0.769 -2.219
O 0.720 -0.110 -3.169
C -0.441 -2.065 -2.392
C -0.938 -2.201 -3.835
C -1.594 -2.172 -1.441
N -1.750 -3.337 -0.830
C -2.766 -3.534 -0.015
C -3.711 -2.549 0.246
C -4.835 -2.801 1.209
F -5.905 -2.032 0.971
F -4.466 -2.553 2.481
F -5.257 -4.073 1.183
C -3.568 -1.309 -0.366
C -2.497 -1.120 -1.223
Cl -2.278 0.409 -1.981
C 0.606 -1.189 0.310
N 1.053 -0.455 1.337
H 5.838 5.635 1.350
H 4.190 6.333 1.729
H 4.987 3.379 1.762
H 2.921 3.543 3.288
H 2.330 4.857 2.237
H 2.301 3.107 0.439
H 1.451 1.635 -1.131
H 0.238 -2.896 -2.173
H -1.665 -1.426 -4.063
H -1.397 -3.174 -3.985
H -0.097 -2.088 -4.514
H -2.829 -4.512 0.441
H -4.275 -0.514 -0.184
H 0.271 -2.199 0.439
H 1.118 -0.720 2.310
*
```

Molecular formula: C17H15ClN4OS2
Method: DFT, ωB97M-V/def2-TZVPD

Results
HOMO-LUMO gap: 8.70 eV
LUMO: 0.0085 hartree
largest force on an atom: 5.05 eV/A
HOMO: -8.47 eV

```
! RIJCOSX wB97M-V def2-TZVPD def2/J DEFGRID3
* xyz 0 1
O -1.998 1.806 2.524
Cl 3.063 -7.953 -0.170
N 0.832 0.358 -1.069
N -0.313 6.754 -0.854
S 0.783 2.059 -1.341
S 0.150 -1.712 0.499
C -1.346 0.882 1.994
C 0.232 0.091 -0.004
C -0.481 1.128 0.761
C -0.203 2.305 0.142
C -1.156 7.496 -0.160
C -0.258 5.409 -0.608
C -1.946 6.917 0.846
C 1.137 -6.042 0.226
C 3.034 -5.479 -1.090
C -1.870 5.583 1.181
C 0.536 -4.804 -0.050
C 2.477 -4.261 -1.334
C 2.394 -6.355 -0.299
C -0.911 4.812 0.406
C 1.233 -3.803 -0.807
N -1.641 -0.318 2.657
N -0.680 3.479 0.772
C -0.451 -2.727 -1.984
C 0.710 -2.486 -1.049
H -1.011 8.490 -0.326
H 0.428 4.851 -1.318
H -2.573 7.473 1.398
H 0.633 -6.753 0.890
H 3.933 -5.778 -1.682
H -2.438 5.178 2.027
H -0.339 -4.550 0.554
H 3.169 -3.646 -1.877
H -1.232 -1.242 2.457
H -2.315 -0.066 3.440
H -0.989 3.220 1.765
H -0.145 -3.408 -2.729
H -1.372 -3.117 -1.613
H -0.575 -1.816 -2.512
H 1.500 -1.976 -1.663
*
```

Molecular formula: C17H15CuN6O3S3
Method: DFT, ωB97M-V/def2-TZVPD

Results
HOMO-LUMO gap: 5.18 eV
relative energy (zero: lowest compared OMol25 entry of this formula, charge and spin): 0.0 kcal/mol
LUMO: 0.1706 hartree
largest force on an atom: 0.64 eV/A
HOMO: -0.54 eV

```
! RIJCOSX wB97M-V def2-TZVPD def2/J DEFGRID3
* xyz -2 1
Cu -0.201 -0.115 0.097
N -2.478 -2.514 2.677
C -2.036 -1.662 1.669
S -0.847 -2.291 0.554
N -2.617 -0.487 1.647
N -1.996 0.394 0.798
C -2.591 1.480 0.509
C -2.047 2.514 -0.383
C -2.758 3.718 -0.421
C -2.453 4.768 -1.271
C -1.395 4.592 -2.170
C -0.662 3.427 -2.166
C -0.893 2.352 -1.247
O -0.097 1.350 -1.269
H -1.870 -3.316 2.735
H -2.532 -2.026 3.564
H -3.591 1.658 0.922
H -3.596 3.821 0.265
H -3.019 5.691 -1.243
H -1.150 5.378 -2.879
H 0.161 3.290 -2.857
N -3.749 5.038 4.436
C -2.947 3.880 4.512
C -3.309 2.730 3.811
C -2.558 1.576 3.919
C -1.437 1.564 4.741
C -1.064 2.699 5.442
C -1.820 3.858 5.328
S -0.498 0.059 4.864
O 0.524 0.293 5.871
O -1.466 -0.979 5.151
N 0.023 -0.150 3.407
C 1.011 0.553 2.842
S 2.140 1.660 3.702
C 2.908 2.024 2.191
C 2.312 1.333 1.197
N 1.263 0.524 1.553
H -4.267 5.104 3.574
H -3.235 5.887 4.612
H -4.183 2.751 3.168
H -2.813 0.682 3.353
H -0.181 2.658 6.066
H -1.535 4.755 5.869
H 3.733 2.717 2.134
H 2.568 1.387 0.148
*
```